{"formula": "C2H3N4O", "method": "the ωB97M-V functional and the def2-TZVPD basis", "symbols": ["N", "N", "N", "C", "C", "N", "O", "H", "H", "H"], "coordinates": [[-1.874, 1.667, 0.022], [-0.948, 1.007, -0.001], [0.382, 1.121, -0.028], [1.103, -0.011, -0.002], [0.383, -1.184, 0.019], [-0.923, -0.933, 0.001], [-1.909, -1.585, -0.015], [0.797, 2.053, -0.033], [2.181, 0.043, -0.004], [0.809, -2.179, 0.040]], "e_tot_ev": -10117.0823, "e_lumo_ev": -6.86, "molar_mass_g_mol": 99.07, "smiles": "N#[N+]N/C=C\\N=O", "max_force_ha_per_bohr": 0.0449, "gap_ev": 7.65, "total_charge": 1}


{"formula": "CF2O2S", "method": "the ωB97M-V functional and the def2-TZVPD basis", "symbols": ["C", "O", "O", "F", "F", "S"], "coordinates": [[1.644, 0.323, 0.075], [1.580, -0.212, 1.110], [-2.175, 0.584, -0.953], [1.892, -0.321, -1.107], [-2.983, -0.444, 1.183], [-1.634, -0.111, 0.140]], "e_tot_ev": -21398.7630, "e_lumo_ev": [-1.56, -2.40], "molar_mass_g_mol": 114.07, "max_force_ha_per_bohr": 0.0865, "gap_ev": [9.64, 7.28], "total_charge": 0}


{"formula": "C12H22N5O", "method": "the ωB97M-V functional and the def2-TZVPD basis", "symbols": ["C", "C", "C", "C", "N", "N", "C", "C", "C", "C", "N", "N", "N", "C", "C", "C", "C", "O", "H", "H", "H", "H", "H", "H", "H", "H", "H", "H", "H", "H", "H", "H", "H", "H", "H", "H", "H", "H", "H", "H"], "coordinates": [[-0.789, 4.153, 2.083], [0.322, 3.491, 2.440], [0.431, 2.009, 2.187], [0.732, 1.712, 0.734], [0.905, 2.755, -0.061], [1.183, 2.499, -1.310], [1.291, 1.321, -1.894], [1.123, 0.171, -1.120], [1.255, -1.153, -1.818], [-0.038, -1.525, -2.596], [-1.190, -1.010, -1.776], [-0.074, -0.820, -3.869], [-0.110, -2.961, -2.785], [0.855, 0.382, 0.235], [0.705, -0.813, 1.150], [-0.599, -0.891, 1.969], [-0.809, -2.325, 2.443], [-2.049, -2.421, 3.134], [-0.698, 5.118, 1.598], [-1.788, 3.783, 2.291], [1.153, 4.008, 2.905], [1.162, 1.515, 2.826], [-0.569, 1.607, 2.359], [1.338, 3.319, -1.886], [1.531, 1.283, -2.946], [2.063, -1.026, -2.537], [1.550, -1.960, -1.159], [-1.977, -0.816, -2.381], [-1.445, -1.701, -1.081], [-0.412, 0.117, -3.675], [-0.804, -1.230, -4.446], [-1.039, -3.163, -3.147], [-0.112, -3.384, -1.862], [1.579, -0.867, 1.803], [0.744, -1.717, 0.553], [-0.448, -0.321, 2.880], [-1.475, -0.529, 1.436], [-0.018, -2.636, 3.123], [-0.842, -2.988, 1.572], [-2.635, -2.990, 2.632]], "e_tot_ev": -22290.2322, "e_lumo_ev": -4.26, "molar_mass_g_mol": 252.34, "smiles": "C=CCc1n[nH+]cc(CC(N)(N)N)c1CCCO", "max_force_ha_per_bohr": 0.0273, "gap_ev": 7.47, "total_charge": 1}


{"formula": "C2H6BrI2NP", "method": "the ωB97M-V functional and the def2-TZVPD basis", "symbols": ["C", "C", "N", "P", "Br", "I", "I", "H", "H", "H", "H", "H", "H"], "coordinates": [[-0.768, 1.009, -0.944], [-0.728, 0.099, 1.315], [-0.239, 0.015, -0.043], [1.095, -0.914, -0.357], [4.097, -0.161, 0.663], [1.256, -1.149, -2.755], [0.664, -3.081, 0.656], [-1.019, 1.921, -0.402], [-0.070, 1.261, -1.741], [-1.683, 0.628, -1.409], [-0.112, -0.478, 2.003], [-0.741, 1.136, 1.653], [-1.752, -0.285, 1.361]], "e_tot_ev": -99185.6038, "e_lumo_ev": [-7.93, -7.93], "molar_mass_g_mol": 408.76, "max_force_ha_per_bohr": 0.0446, "gap_ev": [5.52, 5.52], "total_charge": 1}


{"formula": "C27H33Cl2N5ORhS2", "method": "the ωB97M-V functional and the def2-TZVPD basis", "symbols": ["Rh", "O", "C", "N", "C", "C", "C", "C", "C", "C", "N", "C", "C", "C", "C", "C", "N", "H", "H", "H", "H", "H", "H", "H", "H", "H", "H", "Cl", "C", "C", "C", "C", "C", "Cl", "C", "S", "H", "H", "H", "C", "C", "C", "C", "N", "C", "S", "N", "C", "C", "C", "C", "H", "H", "H", "H", "H", "H", "H", "H", "H", "H", "H", "H", "H", "H", "H", "H", "H", "H", "H", "H"], "coordinates": [[-0.438, 1.781, -0.366], [3.128, 1.125, 0.845], [1.951, 1.478, 0.953], [1.322, 2.492, 0.353], [2.074, 3.269, -0.619], [1.128, 3.788, -1.662], [1.462, 4.827, -2.518], [0.558, 5.243, -3.475], [-0.675, 4.612, -3.565], [-0.956, 3.586, -2.691], [-0.072, 3.187, -1.761], [0.970, 0.722, 1.823], [1.303, 0.127, 3.021], [0.298, -0.480, 3.761], [-1.004, -0.461, 3.286], [-1.266, 0.150, 2.074], [-0.292, 0.716, 1.360], [2.840, 2.655, -1.109], [2.599, 4.098, -0.139], [2.432, 5.296, -2.423], [0.808, 6.055, -4.145], [-1.411, 4.908, -4.298], [-1.894, 3.050, -2.709], [2.329, 0.158, 3.356], [0.529, -0.961, 4.702], [-1.813, -0.910, 3.844], [-2.263, 0.202, 1.654], [-1.854, 3.318, 0.899], [-3.498, 2.745, 0.609], [-4.494, 3.327, 1.370], [-5.801, 2.926, 1.157], [-6.074, 1.966, 0.192], [-5.047, 1.400, -0.541], [-5.442, 0.205, -1.730], [-3.705, 1.762, -0.347], [-2.430, 0.975, -1.269], [-4.251, 4.078, 2.110], [-6.603, 3.362, 1.735], [-7.090, 1.647, 0.003], [-0.764, -3.403, 0.943], [-1.827, -3.480, -0.149], [-1.298, -3.705, -1.566], [-0.574, -2.517, -2.187], [0.764, -2.334, -1.605], [1.364, -1.192, -1.285], [0.577, 0.299, -1.829], [2.592, -1.213, -0.795], [3.456, -2.398, -0.851], [3.278, -3.476, 0.229], [4.189, -3.318, 1.447], [3.729, -2.238, 2.413], [-1.230, -3.399, 1.928], [-0.154, -2.499, 0.871], [-0.098, -4.270, 0.904], [-2.432, -2.568, -0.142], [-2.501, -4.306, 0.087], [-2.144, -3.925, -2.219], [-0.650, -4.590, -1.586], [-1.140, -1.603, -2.029], [-0.465, -2.659, -3.264], [1.279, -3.187, -1.434], [2.926, -0.362, -0.349], [4.480, -2.025, -0.830], [3.305, -2.838, -1.840], [3.490, -4.440, -0.239], [2.236, -3.500, 0.562], [5.207, -3.108, 1.107], [4.229, -4.275, 1.970], [3.683, -1.255, 1.937], [4.403, -2.162, 3.267], [2.733, -2.478, 2.793]], "e_tot_ev": -87754.2613, "e_lumo_ev": -3.23, "molar_mass_g_mol": 681.54, "max_force_ha_per_bohr": 0.0177, "gap_ev": 7.08, "total_charge": 1}


{"formula": "C6H26N2O8", "method": "the ωB97M-V functional and the def2-TZVPD basis", "symbols": ["C", "C", "C", "C", "C", "N", "C", "N", "H", "H", "H", "H", "H", "H", "H", "H", "H", "H", "O", "H", "H", "O", "H", "H", "O", "H", "H", "O", "H", "H", "O", "H", "H", "O", "H", "H", "O", "H", "H", "O", "H", "H"], "coordinates": [[-3.766, -0.400, -1.217], [-2.356, -0.540, -0.712], [-1.569, 0.813, -0.674], [-0.294, 0.825, -1.405], [0.982, 0.926, -0.897], [1.860, 1.243, -1.869], [1.184, 1.418, -2.994], [-0.129, 1.119, -2.742], [-4.644, -0.286, -0.534], [-4.162, -1.259, -1.779], [-3.979, 0.453, -1.875], [-1.809, -1.182, -1.399], [-2.309, -1.196, 0.144], [-2.253, 1.632, -0.944], [-1.358, 0.964, 0.417], [1.171, 0.614, 0.138], [1.680, 1.624, -3.933], [-0.958, 1.135, -3.317], [4.506, -0.092, -0.473], [4.434, -0.128, 0.491], [4.312, -0.931, -0.923], [-1.496, -1.994, 2.456], [-2.338, -1.534, 2.526], [-1.534, -2.788, 2.988], [2.104, 2.705, 1.979], [1.566, 2.199, 1.361], [2.984, 2.851, 1.623], [0.763, -0.625, 1.860], [0.209, -1.287, 1.450], [0.427, -0.559, 2.770], [3.134, 0.408, 3.024], [2.350, 0.780, 3.423], [2.892, -0.225, 2.329], [-2.308, 3.854, 1.675], [-1.663, 3.288, 2.094], [-3.101, 3.312, 1.669], [-0.704, -3.694, -1.075], [-0.370, -3.615, -0.187], [-0.192, -3.159, -1.685], [2.128, -2.204, -1.585], [2.622, -2.951, -1.274], [1.982, -1.512, -0.921]], "e_tot_ev": -26002.9866, "e_lumo_ev": -0.30, "molar_mass_g_mol": 254.28, "smiles": "CCCc1cnc[nH]1.O.O.O.O.O.O.O.O", "max_force_ha_per_bohr": 0.0556, "gap_ev": 8.29, "total_charge": 0}


Relative energy (zero: lowest compared OMol25 entry of this formula, charge and spin) across the listed records, respectively: 130.6 61.5 0.0 30.3 2.7 28.9 kcal per mole.